1.
C22H30CaI2N3O7S | wB97M-V/def2-TZVPD

Structure (XYZ):
```
66
Properties=species:S:1:pos:R:3
Ca -0.89712 0.90020 -0.07264
O 1.75694 4.22626 1.07321
C 1.32367 3.08070 0.55212
O 0.80161 2.21209 1.21223
C 1.55360 2.99305 -0.93941
O 1.16113 1.74192 -1.43240
C 2.18733 0.73036 -1.43299
C 1.84174 -0.50400 -0.58269
O 2.78601 -1.16335 -0.17095
O 0.59278 -0.74089 -0.44582
H 1.46970 4.24640 1.99873
H 2.59729 3.22433 -1.16784
H 0.91193 3.75545 -1.38721
H 3.13466 1.14562 -1.09093
H 2.30451 0.38733 -2.46376
N -1.52797 -2.58015 -0.11714
C -1.73830 -3.82332 0.66019
C -1.73252 -3.46093 2.13844
N -0.47144 -2.81290 2.46302
H -0.71764 -2.07117 0.28314
H -1.33542 -2.78487 -1.10299
H -0.92505 -4.50717 0.41768
H -2.67575 -4.27498 0.34030
H -1.93792 -4.36194 2.72636
H -2.53753 -2.74870 2.33342
H 0.23173 -3.45110 2.80525
H -0.59461 -2.04808 3.11096
O -1.56798 0.71765 -3.95582
C -1.96229 1.45138 -2.96504
O -2.36763 0.96035 -1.90091
C -1.91007 2.92526 -3.20910
C -1.92440 3.32620 -4.55281
C -1.92560 4.65321 -4.92126
C -1.89706 5.61891 -3.91638
C -1.86677 5.24290 -2.59263
C -1.87117 3.89325 -2.17541
S -1.79099 3.62226 -0.44590
H -1.94211 2.55246 -5.30736
H -1.94796 4.93456 -5.96609
H -1.89640 6.67300 -4.17035
H -1.83696 5.99655 -1.81594
C -4.46129 -1.70341 -1.55936
N -4.02718 -1.65349 -0.16664
C -4.59231 -2.77820 0.56398
C -4.44126 -0.37820 0.44690
C -3.78030 -0.15536 1.78511
C -4.54368 -0.23423 2.94757
C -3.95398 -0.07213 4.19612
C -2.58941 0.16588 4.26536
C -1.84460 0.23166 3.08737
C -2.39186 0.07273 1.80345
H -4.07922 -2.60786 -2.03743
H -4.06674 -0.83974 -2.09043
H -5.56064 -1.70000 -1.63709
H -2.39504 -1.99694 -0.05862
H -5.69458 -2.74301 0.56281
H -4.25880 -2.76424 1.60159
H -4.28531 -3.71599 0.09697
H -5.54138 -0.35218 0.53467
H -4.14299 0.41908 -0.23499
H -5.61275 -0.41934 2.87813
H -4.55255 -0.12254 5.09833
H -2.11100 0.30710 5.22943
H -0.77524 0.42802 3.19296
I -1.63704 -1.43438 -3.65033
I -1.71126 -4.34699 -3.11034
```

Output
HOMO (eV): -4.595
Frontier orbital gap (eV): 6.80
Multiplicity: 1
Energy relative to the best compared isomer or geometry (same formula, charge and spin) (kcal per mole): 24.0
Total charge: -1


2.
C22H30CoFN10O4P | wB97M-V/def2-TZVPD

Structure (XYZ):
```
69
Properties=species:S:1:pos:R:3
Co -0.21623 -0.10640 -0.18921
C -5.13741 -0.25865 -2.59665
N -4.18747 -0.21654 -1.51676
C -4.48361 -0.00124 -0.21235
C -3.29779 -0.02178 0.46930
N -2.28843 -0.24316 -0.40942
C -2.85202 -0.36348 -1.61680
P -1.98832 -0.54982 -3.22838
C -0.69923 -1.73958 -2.66968
N 0.01425 -1.66797 -1.53846
C 0.89052 -2.70844 -1.56950
C 0.69691 -3.41792 -2.72113
N -0.30028 -2.79834 -3.39936
C -0.77512 -3.20046 -4.69644
C -0.94014 0.93473 -2.98156
N -0.20948 1.18039 -1.88985
C 0.44207 2.34563 -2.11716
C 0.09190 2.81796 -3.35251
N -0.77924 1.92381 -3.88163
C -1.37676 2.03138 -5.18660
H -6.14286 -0.14446 -2.19642
H -5.07909 -1.21207 -3.12218
H -4.95395 0.54963 -3.30650
H -5.48666 0.14592 0.13790
H -3.11466 0.13221 1.51183
H 1.62165 -2.86839 -0.80095
H 1.18835 -4.29375 -3.09641
H -0.66888 -4.27907 -4.80753
H -0.18319 -2.71537 -5.47499
H -1.82270 -2.93211 -4.82535
H 1.12419 2.76263 -1.40518
H 0.39836 3.70168 -3.87581
H -1.68010 3.06225 -5.37513
H -2.25102 1.38527 -5.25142
H -0.66337 1.74091 -5.96173
N 0.85643 -2.21035 4.34986
C -0.48451 -2.55786 3.81670
C -0.79561 -1.65293 2.62115
N 0.22851 -1.71053 1.57398
C 1.55993 -1.47110 2.13956
C 1.88339 -2.41541 3.29856
H 1.06866 -2.75613 5.19618
H 0.87125 -1.20934 4.60204
H -1.23930 -2.40819 4.58955
H -0.48339 -3.61306 3.53034
H -0.87736 -0.61556 2.95165
H -1.75453 -1.94856 2.19391
H 0.20688 -2.64411 1.16299
H 1.60134 -0.44558 2.51825
H 2.31794 -1.57079 1.36073
H 2.87068 -2.18153 3.69617
H 1.86426 -3.46192 2.98836
F 5.03663 4.87945 1.34917
C 4.36526 3.94765 1.98519
C 3.00720 3.89058 1.87752
N 2.27915 2.94907 2.52117
C 0.85132 2.84404 2.38367
C 0.46477 1.67835 1.45770
O -0.66789 1.17129 1.56257
O 1.28558 1.23500 0.62407
C 2.89811 1.93532 3.26409
O 2.23841 1.03525 3.74913
N 4.24321 2.02684 3.37469
C 5.11632 2.98399 2.81225
O 6.29113 2.94830 3.00548
H 2.47971 4.62335 1.28334
H 0.42728 3.76996 1.99131
H 0.39681 2.64723 3.36066
H 4.70227 1.33189 3.96205
```

Output
HOMO (alpha / beta) (eV): -15.389 / -15.386
Frontier orbital gap (alpha / beta) (eV): 4.81 / 4.64
Multiplicity: 1
Energy relative to the best compared isomer or geometry (same formula, charge and spin) (kcal per mole): 42.0
Total charge: +3


3.
C22H30F12N3O7 | wB97M-V/def2-TZVPD

Structure (XYZ):
```
74
Properties=species:S:1:pos:R:3
N 2.70385 -3.31850 3.32502
C 2.45245 -2.63623 2.04040
C 2.86462 -1.18213 2.12670
N 2.25672 -0.50830 0.95338
C 0.77375 -0.40859 1.14949
C 0.16331 -1.69739 1.71395
C -0.22671 -1.55897 3.21187
O -1.57652 -1.97038 3.43554
C -1.72883 -2.87102 4.46746
F -3.06728 -3.16268 4.61320
F -1.24783 -2.36459 5.65846
F -1.04460 -4.04686 4.21033
C -1.03930 -2.06724 0.78985
F -0.52554 -2.18307 -0.47973
F -1.54438 -3.29159 1.10775
C -2.15864 -0.97067 0.71912
F -2.00891 -0.05799 1.70983
F -2.00083 -0.29862 -0.45687
C -3.60819 -1.50635 0.77973
F -3.80581 -2.20633 1.93406
F -3.80137 -2.34514 -0.26802
C -4.70538 -0.38575 0.76244
F -4.92057 0.09309 2.02551
F -5.85520 -0.97662 0.32610
F -4.41354 0.63075 -0.06812
N 1.08349 -2.84934 1.55545
H 3.05225 -4.24275 3.10015
H 3.47528 -2.85865 3.79477
H 3.12369 -3.06117 1.29427
H 2.59326 -0.66548 3.04710
H 3.94854 -1.15230 2.02994
H 2.60219 0.45163 0.89868
H 2.52932 -0.97059 0.08482
H 0.61085 0.42010 1.83381
H 0.33677 -0.10477 0.20364
H -0.15868 -0.51168 3.51697
H 0.44673 -2.12173 3.85247
H 0.69059 -3.58738 2.12842
O 0.85192 2.82298 0.88171
C -0.16544 3.18270 0.34639
O -1.36313 2.67182 0.68772
C -2.38892 3.19388 -0.18656
C -1.81205 4.48994 -0.73367
C -0.32124 4.18351 -0.77495
H -2.57911 2.45547 -0.96786
H -3.30208 3.34199 0.38409
H -2.22983 4.77437 -1.69591
H -2.00087 5.30292 -0.03083
H -0.02914 3.70859 -1.71301
H 0.29294 5.06134 -0.60008
O 4.62793 -3.15177 -0.10268
C 4.83411 -4.31418 -0.33818
O 4.29218 -5.29044 0.40779
C 4.78572 -6.58038 -0.02646
C 5.24921 -6.35813 -1.45857
C 5.71068 -4.90110 -1.41865
H 5.60076 -6.87357 0.63673
H 3.98444 -7.30905 0.05638
H 6.01720 -7.06072 -1.77170
H 4.40419 -6.45686 -2.14059
H 6.75203 -4.80506 -1.10720
H 5.55932 -4.38106 -2.35997
O -0.62792 6.15376 -3.69714
C -1.65269 6.48823 -4.21496
O -2.85789 5.96769 -3.87268
C -3.88522 6.49270 -4.73919
C -3.32054 7.79375 -5.28831
C -1.82520 7.48947 -5.33789
H -4.07762 5.75942 -5.52475
H -4.79364 6.63512 -4.15956
H -3.75157 8.07483 -6.24643
H -3.50757 8.60537 -4.58414
H -1.53166 7.01161 -6.27356
H -1.20886 8.36611 -5.16334
```

Output
HOMO (eV): -12.149
Frontier orbital gap (eV): 9.80
Multiplicity: 1
Total charge: +1


4.
C22H30IrN3S2Sb2 | wB97M-V/def2-TZVPD

Structure (XYZ):
```
60
Properties=species:S:1:pos:R:3
Ir 0.45387 0.13061 0.89872
S 4.17220 2.56092 0.60877
C 3.73426 2.53065 2.25311
C 2.57444 1.84755 2.48846
C 2.00226 1.33268 1.29336
C 2.78606 1.63628 0.20364
C 2.41067 1.12834 -1.08089
C 3.07551 1.35416 -2.28575
C 2.58195 0.80481 -3.44771
C 1.42495 0.02959 -3.39474
C 0.81840 -0.17176 -2.17801
N 1.29650 0.35630 -1.03465
H 4.37177 3.00720 2.98134
H 2.19674 1.69564 3.48720
H 3.97063 1.96116 -2.29042
H 3.08710 0.97553 -4.38892
H 0.99822 -0.41649 -4.28135
H -0.07669 -0.77366 -2.09890
C 0.92659 -4.13907 1.93567
Sb 1.07603 -2.39330 0.73752
C 1.94442 -3.16560 -1.03758
C -1.10938 -2.03997 0.36097
C -1.72200 -1.94316 -1.00086
C -1.51729 -2.95311 -1.93889
C -1.99176 -2.84420 -3.23520
C -2.68150 -1.70287 -3.61812
C -2.93505 -0.71015 -2.68612
C -2.48669 -0.81347 -1.36958
C -2.88928 0.26640 -0.39632
Sb -1.35635 1.70730 0.06789
C -0.98088 2.75948 -1.72265
C -2.33805 3.13279 1.29070
H 0.03371 -4.08520 2.55450
H 1.80225 -4.22948 2.57409
H 0.86896 -4.99343 1.26401
H 1.18935 -3.58442 -1.69762
H 2.62906 -3.95197 -0.72177
H 2.50196 -2.39212 -1.55838
H -1.41402 -1.14884 0.92664
H -1.52265 -2.84069 0.98115
H -0.98795 -3.85043 -1.64005
H -1.82963 -3.64754 -3.94109
H -3.05082 -1.60141 -4.62949
H -3.52245 0.15324 -2.97675
H -3.19848 -0.13612 0.56925
H -3.72812 0.84217 -0.78801
H -1.87691 3.31945 -1.98537
H -0.74026 2.05935 -2.52015
H -0.15065 3.44664 -1.57122
H -3.14826 3.57549 0.71246
H -1.65230 3.92893 1.57658
H -2.75068 2.64676 2.17216
N -0.26385 2.38383 3.77241
C -0.40364 1.12620 4.16187
N -0.54196 0.84939 5.45134
S -0.47419 -0.20413 3.07243
H -0.20764 3.14900 4.42669
H -0.10835 2.57773 2.79806
H -0.65161 1.56775 6.15019
H -0.61853 -0.11073 5.74538
```

Output
HOMO (eV): -13.322
Frontier orbital gap (eV): 7.27
Multiplicity: 1
Energy relative to the best compared isomer or geometry (same formula, charge and spin) (kcal per mole): 5.7
Total charge: +2